No. 1
C24H24BF3O4 | the ωB97M-V functional and the def2-TZVPD basis

Geometry (Å):
C  7.158576  -0.521225  -1.157573
C  6.013047  0.332638  -1.413610
C  5.865162  1.657760  -1.739127
C  4.463529  1.961984  -1.749071
C  3.753480  0.801588  -1.601197
B  2.796138  -0.107312  0.561856
O  2.679142  -1.015628  1.631614
C  1.070416  -1.227003  1.704675
C  0.715956  -0.288843  0.494147
C  -0.515489  0.093776  -0.358258
C  1.399469  -1.162903  -0.669616
O  2.706265  -0.745800  -0.822231
C  1.236052  1.142715  1.219052
O  2.587306  1.297737  0.623318
O  4.738272  -0.142775  -1.240505
H  8.066134  0.084238  -1.160304
H  7.108858  -1.067024  -0.222252
H  7.340495  -1.266195  -1.918751
H  6.611401  2.436204  -1.832962
H  3.852938  2.842345  -1.932213
H  0.771460  -2.287790  1.544639
H  0.824801  -0.871353  2.724778
H  0.765617  1.845411  -1.094953
H  -0.995347  -0.765097  -0.863719
H  -1.292034  0.448887  0.335160
H  1.596070  -2.197279  -0.340551
H  0.865507  -1.200670  -1.608169
H  0.551074  1.999829  1.124604
H  1.512764  1.025589  2.305470
F  -2.792133  -3.085668  4.343516
C  -3.836433  -3.542569  3.580401
F  -3.691197  -4.879072  3.421967
F  -4.985424  -3.268139  4.255531
C  -3.808470  -2.821086  2.265450
C  -3.450574  -3.436020  1.092680
C  -3.100110  -2.630263  -0.042958
C  -3.025450  -1.314735  0.243157
C  -0.069440  1.167085  -1.456746
C  -1.435022  2.061376  -1.587419
C  -2.424566  2.010125  -2.605146
C  -3.712985  2.603215  -2.475592
C  -4.052066  3.367223  -1.357814
C  -3.128711  3.308916  -0.315257
C  -1.846549  2.717956  -0.417019
C  -3.728660  -0.650042  1.201302
C  -4.108012  -1.473629  2.297555
H  -3.553377  -4.512299  0.966687
H  -2.758290  -3.173961  -0.935760
H  0.144089  0.703238  -2.489673
H  -2.215051  1.495790  -3.539168
H  -4.502914  2.458552  -3.246217
H  -4.979338  3.964369  -1.313424
H  -3.399030  3.778552  0.625552
H  -1.259380  2.594890  0.475508
H  -3.862744  0.432609  1.336926
H  -4.665231  -0.980201  3.131698

Forces on the atoms, in the same order (eV/Å):
C 1.089 -0.382 0.015
C -2.430 2.127 -0.023
C -0.074 0.366 0.335
C -2.002 0.508 -0.451
C 3.882 -1.607 0.163
B -0.122 -0.433 -0.770
O -2.226 0.317 -0.754
C 0.592 0.239 -0.068
C -1.282 -0.379 0.642
C -0.600 0.223 0.935
C 0.750 0.098 0.924
O 1.674 1.987 1.596
C 1.847 -1.488 -0.382
O -0.079 -1.110 0.154
O 0.417 -0.864 -0.713
H -0.095 0.115 0.173
H -0.196 0.083 0.287
H -0.268 -0.283 -0.436
H 0.154 -0.348 -0.222
H 0.959 0.339 -0.027
H 0.743 0.720 0.269
H -0.029 -0.317 -0.789
H -0.861 -0.959 -0.682
H 0.271 0.377 0.336
H 0.190 0.303 -0.692
H -1.035 0.059 0.162
H -0.097 0.382 -0.105
H 0.593 -0.382 -0.659
H -1.118 -0.223 -0.976
F -0.745 -0.644 -0.059
C -0.122 0.374 -0.677
F -0.236 0.623 0.639
F 0.756 -0.636 0.075
C -0.601 -0.203 0.851
C 0.021 -0.079 -1.792
C 0.138 -2.085 2.046
C -0.329 1.797 -2.599
C -2.440 0.960 -0.467
C -0.101 -0.519 0.285
C 0.019 0.076 0.159
C 0.192 0.025 -0.486
C 0.739 -0.662 -0.217
C 0.777 0.638 0.440
C -1.460 -0.199 -0.653
C 0.019 -1.002 2.239
C -0.433 2.098 -0.244
H 0.499 0.056 0.316
H -0.116 0.585 0.193
H -0.041 0.676 1.785
H 0.019 -0.123 0.156
H 1.032 0.135 0.317
H 0.532 -0.686 0.172
H 0.140 0.030 0.009
H 0.139 0.424 0.216
H 0.154 -0.379 -0.502
H 0.800 -0.742 -0.443

Computed properties:
Relative energy (zero: lowest compared OMol25 entry of this formula, charge and spin) in eV: 0.329
DFT total energy in eV: -42283.339
Spin multiplicity: 1
Orbital gap in eV: 2.2

No. 2
C24H24BN4O2SeSr | the ωB97M-V functional and the def2-TZVPD basis

Geometry (Å):
Sr  -0.148380  -1.063663  -0.510053
C  -3.312748  -1.687047  0.701934
C  -2.778367  -0.843418  1.672607
C  -1.821643  -1.326576  2.557301
C  -1.385207  -2.642228  2.469850
C  -1.921226  -3.485531  1.509606
C  -2.888549  -3.010802  0.629632
H  -4.073280  -1.319495  0.024127
H  -3.114763  0.183010  1.748098
H  -1.395200  -0.671321  3.304928
H  -0.621112  -3.000220  3.146943
H  -1.594004  -4.515483  1.449474
H  -3.323532  -3.685495  -0.098167
Se  -1.615711  2.795831  -7.635018
N  -0.433522  3.025325  -6.305824
C  -0.728611  2.143579  -5.392746
C  -0.001848  2.027800  -4.124225
C  1.055152  2.883537  -3.809695
C  1.681659  2.761702  -2.593161
C  1.240442  1.778359  -1.712478
N  0.240213  0.948226  -2.006120
C  -0.385361  1.064367  -3.198230
C  -1.501776  0.119544  -3.506483
N  -1.793660  -0.833008  -2.598912
C  -2.797087  -1.664455  -2.865334
C  -3.564305  -1.605941  -4.022275
C  -3.263830  -0.639221  -4.952284
C  -2.213007  0.240051  -4.698201
C  -1.829332  1.271028  -5.668849
N  -2.439214  1.434229  -6.808697
H  1.355763  3.633748  -4.529315
H  2.499064  3.408734  -2.309176
H  1.701681  1.656025  -0.736745
H  -3.002760  -2.419562  -2.116105
H  -4.368295  -2.311434  -4.174858
H  -3.818111  -0.545703  -5.876923
C  3.242407  1.638619  2.304440
C  2.135034  0.819922  2.951416
C  1.358375  1.679757  3.931336
O  1.240524  0.416178  1.874075
B  1.501687  -0.946498  1.522534
O  2.435353  -1.453635  2.417976
C  2.618660  -0.540595  3.524549
C  1.754690  -1.056908  4.667598
C  4.080864  -0.569750  3.927710
H  2.789688  2.482222  1.779976
H  3.806979  1.043972  1.585055
H  3.941386  2.038990  3.040382
H  1.110922  2.639716  3.476641
H  1.947726  1.882038  4.828540
H  0.431402  1.196830  4.235248
H  0.693396  -1.019901  4.413662
H  1.903388  -0.492605  5.589199
H  2.016949  -2.097746  4.858386
H  4.727351  -0.318176  3.090113
H  4.340954  -1.571472  4.269832
H  4.282732  0.124553  4.746708

Forces on the atoms, in the same order (eV/Å):
Sr -0.778 -0.482 0.500
C 0.052 0.025 -0.077
C 0.060 0.049 -0.041
C 0.097 0.113 -0.011
C 0.095 0.049 0.084
C 0.007 -0.098 -0.085
C 0.058 -0.006 -0.142
H -0.017 -0.004 0.020
H -0.025 -0.010 0.006
H -0.026 0.027 -0.007
H -0.006 -0.012 -0.009
H -0.009 0.001 0.007
H -0.026 0.008 0.010
Se 0.113 -0.219 0.296
N -0.330 -0.009 -0.297
C 0.238 0.004 0.305
C -0.095 0.184 -0.247
C 0.008 0.039 -0.020
C 0.059 -0.010 0.131
C -0.159 -0.033 -0.129
N 0.032 0.158 -0.285
C -0.155 -0.320 0.088
C 0.337 0.270 0.244
N -0.107 0.068 -0.330
C 0.060 0.007 0.048
C 0.002 -0.022 0.047
C -0.037 -0.017 -0.037
C 0.048 0.165 -0.289
C -0.138 -0.315 0.215
N 0.147 0.381 -0.181
H -0.008 -0.010 -0.004
H -0.002 0.004 -0.014
H -0.015 -0.045 0.004
H 0.005 -0.007 0.003
H 0.000 0.006 -0.007
H 0.011 0.008 0.003
C 0.100 0.061 -0.039
C -0.079 0.105 -0.084
C 0.017 0.055 0.074
O -0.110 -0.511 -0.087
B 0.952 0.396 0.564
O -0.352 0.103 -0.239
C 0.041 -0.024 0.006
C -0.078 -0.063 0.080
C 0.052 -0.009 0.066
H 0.002 -0.005 -0.001
H -0.034 -0.017 -0.003
H -0.032 -0.016 0.021
H -0.014 -0.026 -0.036
H 0.019 -0.010 -0.028
H 0.003 -0.002 0.010
H 0.016 -0.006 -0.034
H 0.021 0.024 -0.029
H 0.023 0.013 -0.003
H 0.017 -0.034 0.008
H -0.014 -0.004 -0.018
H -0.045 0.021 -0.024

Computed properties:
Relative energy (zero: lowest compared OMol25 entry of this formula, charge and spin) in eV: 0.329
DFT total energy in eV: -102189.019
Spin multiplicity: 1
Charge: +1
Orbital gap in eV: 5.8

Question: What is the DFT total energy in the second record?
Answer: -102189.019 eV